{
  "formula": "C32H52N9O7",
  "method": "ωB97M-V/def2-TZVPD",
  "symbols": ["C", "C", "C", "C", "C", "C", "N", "O", "C", "C", "C", "H", "H", "H", "H", "H", "H", "H", "H", "H", "H", "H", "H", "H", "H", "H", "H", "H", "H", "N", "C", "C", "C", "C", "H", "H", "H", "H", "H", "N", "C", "C", "C", "C", "H", "H", "H", "H", "H", "N", "C", "C", "C", "C", "H", "H", "H", "H", "H", "N", "C", "C", "C", "C", "H", "H", "H", "H", "H", "N", "C", "C", "C", "C", "H", "H", "H", "H", "H", "C", "N", "O", "O", "H", "H", "H", "C", "N", "O", "O", "H", "H", "H", "C", "N", "O", "O", "H", "H", "H"],
  "positions_angstrom": [[-0.73934, 2.03013, -0.36669], [0.63766, 1.40413, -0.29569], [0.60766, 0.32613, 0.86931], [0.18266, -1.11087, 0.62931], [0.81566, -1.65487, -0.68969], [0.79066, -0.71687, -1.91069], [0.92766, 0.70113, -1.62469], [1.08966, 1.42313, -2.61269], [-0.63334, -0.81587, -2.57969], [1.83366, -1.10587, -2.86969], [1.61566, 2.47413, -0.01169], [-1.07034, 2.53813, 0.41831], [-1.52434, 1.23513, -0.21569], [-0.67534, 2.58913, -1.21469], [0.12066, 0.70113, 1.78431], [1.66866, 0.34613, 1.10131], [-0.92834, -1.15287, 0.57231], [0.23566, -1.98987, 1.48631], [0.53166, -2.56987, -1.10369], [1.79366, -1.92287, -0.49369], [-0.63834, -1.78587, -2.77669], [-0.68634, -0.07987, -3.53069], [-1.45534, -0.58687, -1.92069], [2.82566, -1.13687, -2.51969], [1.97066, -0.32987, -3.67969], [1.83766, -2.11187, -3.45769], [2.66766, 2.11013, -0.14269], [1.76566, 2.88913, 0.94131], [1.56466, 3.32013, -0.65469], [-3.96134, 6.55913, 0.53731], [-3.54034, 7.88813, 0.85031], [-1.99834, 7.95213, 0.59131], [-1.68134, 6.58413, 0.00431], [-2.92234, 5.69013, 0.13131], [-4.94234, 6.18013, 0.68131], [-4.34734, 8.68913, 1.46731], [-1.21234, 8.66013, 0.74031], [-0.69134, 6.26613, -0.17269], [-3.12134, 4.66513, 0.15831], [-5.65934, 2.14713, -3.66169], [-5.57334, 0.75613, -3.81969], [-4.15534, 0.39413, -4.11869], [-3.40334, 1.59613, -4.04169], [-4.36434, 2.74513, -3.51669], [-6.59934, 2.81013, -3.58569], [-6.55734, 0.32913, -3.67569], [-3.85834, -0.45887, -4.37169], [-2.35634, 1.74313, -4.37369], [-4.16534, 3.79113, -3.52769], [0.40666, -5.62687, 0.14231], [-0.18434, -5.43987, -1.11769], [1.02666, -4.96887, -1.96669], [2.12266, -4.90087, -1.10669], [1.70466, -5.19987, 0.34131], [-0.12934, -5.79087, 0.94431], [-1.23934, -5.65087, -1.19169], [0.62066, -4.76187, -3.01669], [3.16966, -4.50887, -1.34469], [2.15766, -4.91787, 1.36231], [4.86566, -0.63887, 1.13231], [4.69066, -1.63587, 0.02631], [5.09466, -0.86387, -1.22569], [5.86166, 0.36113, -0.76169], [5.55566, 0.51313, 0.71531], [4.63466, -0.75587, 2.11731], [4.26966, -2.64087, 0.16631], [4.93666, -1.27087, -2.22869], [6.32366, 1.13413, -1.34869], [5.64066, 1.27313, 1.51231], [5.41566, -2.10887, 4.17031], [4.51066, -1.15187, 4.69331], [3.15266, -1.40087, 3.89231], [3.35366, -2.53087, 2.98331], [4.85266, -2.91487, 3.25731], [6.31666, -2.09987, 4.50931], [4.67166, -0.52187, 5.69131], [2.52066, -0.80787, 4.22831], [2.53866, -2.97987, 2.29031], [5.56866, -3.59787, 2.85631], [-4.69034, -4.70187, -2.06469], [-3.77534, -3.99887, -1.21269], [-3.57734, -4.45587, -0.12369], [-3.21134, -2.93287, -1.66869], [-4.32034, -5.78987, -2.54269], [-5.06934, -3.90887, -2.77069], [-5.44234, -4.84587, -1.42969], [2.20066, 3.06113, 5.50031], [1.84866, 3.07213, 3.95331], [2.34966, 4.01813, 3.30031], [1.40166, 2.02113, 3.47631], [2.71566, 2.12913, 5.66031], [1.37766, 3.26513, 6.12431], [2.69366, 3.91313, 5.66131], [-4.67434, -0.35887, 0.48731], [-4.16634, -0.98187, 1.73931], [-4.79534, -0.90187, 2.71231], [-3.00334, -1.53387, 1.64431], [-3.91534, -0.15187, -0.22869], [-5.02734, 0.42813, 0.67431], [-5.37134, -0.94387, -0.04269]],
  "forces_ev_per_a": [[-0.3184, -4.8593, -1.3900], [-1.8242, -1.8179, 2.8497], [2.0561, -0.0506, 0.6775], [-2.0874, -2.6651, -0.4718], [-0.7445, 2.2769, 0.9135], [-1.2731, -1.1925, 1.1360], [-0.1369, 3.4187, -2.5987], [-0.1267, -1.3957, 3.3173], [0.6778, 5.6303, -0.9478], [1.6524, -0.5739, -4.5750], [3.6006, -0.4214, -1.6043], [0.1114, 2.9947, 3.6874], [0.5143, 0.3150, -1.6279], [-1.2051, 1.6523, -2.5723], [0.0128, 0.3465, -0.7336], [0.3520, -0.4931, 0.6382], [0.4573, 0.2399, -0.4491], [0.8002, 2.7260, -1.6825], [-1.6058, -1.6002, -0.1553], [2.5742, 0.1306, 0.5710], [-0.5554, -4.2101, -1.4929], [0.1543, -1.9884, 2.0874], [-0.1332, 0.1763, 0.3430], [1.0336, 0.0956, 1.5199], [-0.6616, -0.9007, 0.5841], [-1.1610, 1.5498, 1.3806], [-0.6114, -0.1249, -0.3192], [-1.1494, 0.0036, 1.8416], [-0.4685, 0.5979, -0.8577], [0.6909, 0.3845, 0.6573], [2.0013, 0.3263, 0.8044], [-5.0952, -4.9704, -1.2993], [-5.1926, 0.4036, 2.9117], [2.4215, 6.4433, 0.2136], [1.9533, 1.0938, -0.1577], [2.7859, -2.7068, -2.3446], [-0.3419, 0.7227, 0.1102], [0.7472, -0.4518, -0.3613], [0.0308, -1.2920, -0.5453], [0.5615, 2.1077, 1.4169], [1.9013, 1.9770, -0.6985], [-5.5638, 9.2585, 2.9274], [-2.9281, 2.6798, 1.7477], [0.8907, -5.5939, -3.5373], [3.3350, -2.8964, -0.0426], [0.5108, -0.9578, -0.4268], [2.3866, -7.0107, -1.9636], [-0.8567, -0.0614, 0.6495], [-0.1891, 0.4833, 0.0327], [0.1054, 1.6065, -0.5739], [5.7765, 0.7613, 0.7711], [-5.5932, -1.4889, 1.2161], [1.1317, 1.0146, 2.9653], [0.0453, 0.6079, -4.4731], [-1.1305, -0.4642, 1.0756], [0.1960, -0.0202, -0.5232], [2.0444, -0.1887, 1.3335], [-1.7654, -0.7265, 0.2095], [-0.7870, -1.0991, -2.0507], [1.1434, -0.8373, -3.2962], [0.9416, 5.4745, -1.0890], [1.1439, -0.5129, 5.0967], [-3.6070, -1.5237, 3.4044], [-0.6853, -2.7489, -3.0888], [-0.0887, -0.3293, -0.5044], [0.1365, 0.8812, 0.0479], [0.6060, 0.2683, 0.4425], [-0.0195, -0.0543, -0.1754], [0.4894, -0.2800, -1.0553], [-4.9851, 2.4425, 0.8651], [-2.9764, -1.1500, -1.7950], [11.3169, -5.9729, -0.6440], [2.8794, 0.8864, 2.3369], [-3.4584, 0.8206, -0.8605], [2.3335, -0.5908, 0.4282], [-0.1394, -1.5811, -2.7172], [-6.7807, 4.8172, 2.0572], [2.0537, 0.7718, 1.3004], [-0.4016, -0.6585, -0.7853], [1.3531, -0.6494, -4.5658], [3.3226, 2.8774, -1.0516], [0.2481, 0.0152, 0.5473], [-1.6072, -2.8143, 1.2334], [-0.6511, 3.4014, 1.3734], [0.7371, -1.3919, 0.0569], [-3.3470, -1.4089, 2.3573], [-1.7805, -1.8696, -2.4925], [2.1896, -0.1611, -0.0098], [-1.8070, -2.0607, 1.2285], [0.1890, 2.0237, 0.6358], [0.0342, -0.0680, 0.1936], [-1.7617, -0.8222, 0.3366], [2.9518, 2.9541, 0.1277], [5.2127, -9.7217, -2.6858], [4.9337, -1.5021, -3.3112], [-1.7630, 0.1262, 2.4905], [-3.0672, 1.3743, 0.3445], [1.1920, -0.3704, -0.1942], [-5.5522, 11.3357, 3.3409], [-0.9361, -1.1934, -0.0381]],
  "homo_energy_ev": -9.588,
  "total_charge": 1,
  "de_lowest_ev": 1.645,
  "lumo_energy_ev": -5.179,
  "energy_ev": -61735.8901,
  "multiplicity": 1,
  "homo_lumo_gap_ev": 4.41
}